{
  "formula": "C23H46BrCl34OS",
  "method": "the ωB97M-V functional and the def2-TZVPD basis",
  "e_tot_ha": -19597.5737,
  "e_homo_ev": -11.821,
  "charge": 1,
  "gap_ev": 8.643,
  "species": ["C", "C", "C", "C", "S", "C", "C", "O", "Br", "H", "H", "H", "H", "H", "H", "H", "H", "H", "H", "H", "H", "C", "Cl", "Cl", "H", "H", "C", "Cl", "Cl", "H", "H", "C", "Cl", "Cl", "H", "H", "C", "Cl", "Cl", "H", "H", "C", "Cl", "Cl", "H", "H", "C", "Cl", "Cl", "H", "H", "C", "Cl", "Cl", "H", "H", "C", "Cl", "Cl", "H", "H", "C", "Cl", "Cl", "H", "H", "C", "Cl", "Cl", "H", "H", "C", "Cl", "Cl", "H", "H", "C", "Cl", "Cl", "H", "H", "C", "Cl", "Cl", "H", "H", "C", "Cl", "Cl", "H", "H", "C", "Cl", "Cl", "H", "H", "C", "Cl", "Cl", "H", "H", "C", "Cl", "Cl", "H", "H"],
  "coordinates": [[6.04085, 2.51158, -2.79319], [5.32997, 1.12442, -2.77094], [6.28406, -0.10280, -2.71295], [4.34306, 1.09233, -3.99046], [3.17621, -0.34787, -3.96680], [1.44149, 0.25194, -3.88090], [1.10598, 0.92792, -2.52808], [1.64014, 0.73625, -1.54285], [-0.37747, 2.20971, -2.55162], [6.32783, 2.87561, -1.78216], [6.89048, 2.58612, -3.49800], [5.28254, 3.25044, -3.15868], [4.70203, 1.09330, -1.85300], [7.18885, 0.05107, -2.09986], [5.72111, -0.92622, -2.22112], [6.57691, -0.49995, -3.70894], [3.72591, 2.01416, -3.90982], [4.87281, 1.15561, -4.96411], [3.48367, -1.06648, -2.82278], [0.80424, -0.63324, -4.09779], [1.26487, 1.01312, -4.67284], [3.73419, -4.36462, -3.39704], [3.82512, -3.79151, -5.06703], [4.45604, -3.18983, -2.28741], [2.69809, -4.50504, -3.12679], [4.26742, -5.30482, -3.31352], [-0.85091, -3.56940, -4.97225], [0.59606, -4.29688, -4.25923], [-0.44205, -2.58041, -6.37908], [-1.52701, -4.35971, -5.27945], [-1.33083, -2.94160, -4.22914], [-0.79441, 1.93351, 1.08830], [-1.84596, 0.62340, 0.53322], [-1.67230, 3.46405, 1.17369], [-0.41705, 1.68747, 2.07478], [0.03164, 2.04125, 0.39318], [-2.19480, -2.56277, 2.51257], [-3.58170, -3.62792, 2.25415], [-0.67277, -3.46431, 2.46921], [-2.17900, -1.80999, 1.73290], [-2.29375, -2.08651, 3.48247], [-4.79604, 4.59845, 0.05623], [-4.27055, 6.15305, 0.71509], [-5.85031, 4.81193, -1.34614], [-3.92179, 4.03384, -0.24636], [-5.33777, 4.05614, 0.82396], [-7.24069, -2.78567, 1.93498], [-8.25367, -3.38037, 3.25651], [-8.00980, -3.05261, 0.36707], [-7.07542, -1.72210, 2.06955], [-6.29163, -3.31192, 1.95589], [-5.88226, 2.10452, -3.58893], [-7.22996, 0.98890, -3.82580], [-4.32643, 1.25609, -3.63323], [-5.89883, 2.84971, -4.37745], [-5.98819, 2.58604, -2.62363], [7.28384, 2.97434, 1.34799], [5.56423, 2.58555, 1.20122], [8.06830, 3.12076, -0.23233], [7.38393, 3.91611, 1.87739], [7.77333, 2.18364, 1.90635], [4.47319, -5.37908, 0.67507], [4.71831, -6.71308, 1.80045], [3.31625, -5.81629, -0.59340], [4.09085, -4.52314, 1.22145], [5.42220, -5.12819, 0.21250], [0.41304, -5.77519, 5.30628], [1.84719, -6.06703, 4.31186], [0.12416, -7.10876, 6.42906], [0.55940, -4.86207, 5.87375], [-0.44747, -5.67197, 4.65753], [-1.77562, 8.69588, 1.50534], [-1.24834, 9.07080, 3.15005], [-1.83911, 10.14987, 0.50434], [-1.07661, 7.99412, 1.06291], [-2.76619, 8.25357, 1.54635], [-6.12712, 7.47908, -3.77869], [-7.15360, 6.14598, -4.32738], [-7.02569, 8.99718, -3.71247], [-5.75282, 7.24845, -2.78699], [-5.29853, 7.59086, -4.46978], [7.61082, -3.52948, -6.00098], [8.51458, -4.72061, -5.06318], [7.82604, -1.89781, -5.34755], [7.96436, -3.54593, -7.02627], [6.55695, -3.78344, -5.96906], [-9.14448, -3.31231, 6.68495], [-8.29419, -4.55357, 7.61228], [-8.84967, -1.69981, 7.34597], [-8.79296, -3.33905, 5.65921], [-10.20931, -3.51653, 6.71765], [-2.06671, 2.94071, 5.73247], [-3.43591, 1.83576, 5.56839], [-0.52608, 2.08528, 5.57069], [-2.13124, 3.69656, 4.95834], [-2.10674, 3.40868, 6.71013], [3.82912, 4.51541, 4.27773], [2.46653, 3.40062, 4.10918], [5.37719, 3.67197, 4.13842], [3.76680, 5.26935, 3.50029], [3.77524, 4.98603, 5.25318], [-3.54740, -7.54830, 3.94881], [-2.98812, -6.00816, 4.61262], [-4.58489, -7.30239, 2.53868], [-2.68547, -8.13666, 3.65310], [-4.10984, -8.07508, 4.71180]],
  "forces_ev_per_a": [[-1.0, 0.6, -0.4], [0.3, 0.0, 0.2], [-0.7, -0.5, 0.0], [0.2, 1.1, 1.0], [0.4, -0.2, -1.0], [-0.2, 0.7, 0.3], [-2.4, 0.7, -3.6], [2.5, -1.0, 3.8], [0.2, -0.4, -0.5], [-0.2, -0.7, -1.0], [-0.3, -0.3, 0.5], [0.6, -0.3, 0.3], [0.3, 0.1, -0.5], [-0.5, 0.2, -0.3], [0.5, 0.4, -0.3], [-0.1, 0.6, 0.6], [0.1, -0.7, -0.1], [-0.5, -0.6, 0.5], [-0.5, 0.7, -0.3], [0.3, 0.6, 0.3], [0.5, -0.7, 0.2], [0.1, -0.2, -0.3], [0.1, 0.0, 0.0], [0.1, 0.0, 0.1], [0.0, 0.1, 0.1], [0.1, 0.1, 0.0], [-0.2, 0.0, 0.0], [-0.3, 0.0, 0.0], [0.0, 0.1, 0.0], [0.1, 0.0, -0.1], [0.1, 0.0, 0.0], [0.2, 0.0, 0.1], [0.0, 0.0, -0.1], [0.1, 0.1, 0.1], [-0.1, 0.0, 0.1], [-0.1, 0.0, -0.1], [-0.1, 0.1, 0.0], [0.0, 0.2, -0.1], [0.1, 0.0, 0.0], [0.0, -0.1, 0.0], [0.0, -0.1, 0.0], [0.0, -0.2, 0.0], [0.0, -0.1, 0.0], [0.0, 0.1, 0.1], [0.0, 0.1, -0.1], [-0.1, 0.1, 0.0], [0.1, 0.0, -0.1], [0.1, 0.0, -0.1], [0.1, 0.0, 0.0], [-0.1, 0.0, 0.0], [-0.2, 0.0, 0.0], [-0.2, 0.1, 0.0], [0.0, 0.1, 0.0], [0.2, 0.1, 0.0], [0.0, -0.1, 0.0], [0.0, -0.2, -0.1], [0.1, 0.0, 0.2], [0.0, -0.2, -0.5], [0.3, 0.1, 0.4], [-0.1, 0.0, -0.1], [-0.1, 0.0, -0.1], [0.2, 0.1, 0.2], [0.0, 0.1, 0.0], [-0.2, -0.1, 0.1], [-0.1, -0.1, 0.0], [0.0, -0.1, -0.1], [0.0, 0.1, 0.1], [0.0, 0.1, -0.1], [0.0, 0.1, 0.0], [0.1, -0.1, 0.0], [0.1, -0.1, 0.0], [-0.1, 0.0, 0.0], [0.0, -0.1, 0.0], [0.0, -0.1, -0.1], [0.0, 0.1, 0.0], [0.1, 0.2, 0.1], [0.1, 0.1, 0.0], [0.1, -0.1, 0.0], [0.1, 0.0, 0.0], [-0.1, 0.0, 0.0], [-0.1, 0.0, -0.1], [0.0, -0.2, -0.1], [-0.1, 0.0, 0.0], [0.0, 0.0, -0.2], [0.1, 0.1, 0.1], [0.0, 0.1, 0.1], [-0.1, 0.0, -0.1], [0.0, -0.1, -0.1], [0.0, 0.0, -0.1], [0.1, 0.1, 0.2], [0.0, 0.0, 0.1], [-0.1, 0.1, 0.0], [0.0, 0.1, 0.0], [0.0, 0.0, 0.0], [0.0, -0.1, -0.1], [0.0, -0.1, 0.0], [0.0, 0.1, 0.0], [0.0, 0.1, 0.0], [0.0, 0.2, 0.5], [0.0, -0.1, -0.1], [0.0, -0.1, 0.0], [0.0, -0.1, 0.0], [-0.1, -0.1, 0.2], [0.0, -0.1, 0.0], [0.0, 0.1, -0.1], [-0.1, 0.1, 0.0]]
}